1.
The following is a DFT calculation (ωB97M-V/def2-TZVPD) of a 2-piece molecular cluster, C4H11NOS overall in a non-equilibrium geometry.

For the HOMO energy (alpha / beta), the calculation gives -0.2690 / -0.2702 Ha. The SMILES is CC=S(=O)=CC.N. The calculation puts the orbital gap (alpha / beta) at 7.1 / 7.2 eV. Its LUMO energy (alpha / beta) is -0.2 / -0.2 eV.

XYZ file:
```
18
Properties=species:S:1:pos:R:3:forces:R:3
S 1.100 -0.686 -0.306 -0.7 1.7 3.0
O 0.765 -0.368 -1.646 -0.4 0.0 -2.7
N -3.128 1.715 0.006 -4.2 1.9 2.1
C -0.972 -2.602 -0.228 1.9 -1.5 1.5
C 1.819 0.598 0.576 -2.8 -5.1 1.1
C 0.068 -1.684 0.474 -0.9 -1.3 0.2
C 2.550 1.659 0.000 3.2 0.5 -3.3
H 2.164 2.240 -0.908 0.1 -1.2 1.3
H -1.971 -2.636 0.246 0.5 0.7 -0.3
H 2.051 -0.008 1.493 0.3 1.5 -0.3
H 0.194 -2.028 1.507 0.7 0.9 -0.3
H -0.969 -2.444 -1.267 -0.5 0.4 -1.3
H -3.824 2.498 0.429 2.2 -2.4 -1.0
H -0.589 -3.670 -0.103 -0.5 1.1 -0.2
H 2.760 2.351 0.750 0.2 1.4 1.3
H 3.601 1.272 -0.270 -1.1 0.9 -0.1
H -2.226 2.048 0.203 1.4 0.5 -0.3
H -3.394 1.743 -0.956 0.6 0.0 -0.8
```
Positions in Å, forces in eV/Å.

Here are the natural (NBO) charges for atoms 1 to 8, given in e: S 1.6770; O -0.9215; N -1.0646; C -0.6134; C -0.6139; C -0.6741; C -0.6631; H 0.2410

---

2.
The following is a DFT calculation (ωB97M-V/def2-TZVPD) of a 2-piece molecular cluster, C4H11NOS overall in a non-equilibrium geometry.

For the HOMO energy, the calculation gives -0.3207 Ha. The SMILES is CC(N)=O.CSC. The calculation puts the orbital gap at 9.4 eV. Its LUMO energy is 0.6 eV.

XYZ file:
```
18
Properties=species:S:1:pos:R:3:forces:R:3
S -1.681 1.431 1.543 -0.1 -1.0 -0.2
O 1.690 -1.651 -3.085 -0.2 0.5 0.8
N 1.709 -2.417 -0.953 -2.1 2.6 1.0
C 1.245 -1.528 -1.946 2.8 -3.5 -2.5
C -0.663 0.153 2.238 1.0 0.1 0.8
C 0.172 -0.623 -1.621 -1.3 0.4 0.3
C -0.599 2.829 1.484 1.3 -0.6 0.5
H -0.553 0.362 3.312 -0.5 -0.7 -0.1
H 0.384 0.257 1.911 -0.4 -0.3 -0.5
H -0.045 0.078 -2.448 0.0 -0.8 0.3
H 0.294 2.774 0.817 -0.8 -0.2 0.4
H -0.670 -1.327 -1.364 0.4 1.4 0.0
H -1.082 -0.831 1.983 0.3 0.3 0.4
H -0.341 3.270 2.453 -0.1 -0.2 -0.2
H 0.544 -0.029 -0.808 -0.5 0.4 1.0
H 2.189 -3.266 -1.082 0.6 -0.7 -0.9
H -1.388 3.346 1.054 -0.7 2.6 -1.1
H 1.155 -2.387 -0.106 0.3 -0.1 0.0
```
Positions in Å, forces in eV/Å.

Here are the natural (NBO) charges for atoms 1 to 8, given in e: S 0.2171; O -0.6036; N -0.8437; C 0.6637; C -0.7741; C -0.7143; C -0.7545; H 0.2172

---

3.
The following is a DFT calculation (ωB97M-V/def2-TZVPD) of one molecule with the formula C4H11NOS in a non-equilibrium geometry.

For the HOMO energy, the calculation gives -0.3333 Ha. The SMILES is CC(C)[S@](C)(=N)=O. The calculation puts the orbital gap at 9.8 eV. Its LUMO energy is 0.7 eV.

XYZ file:
```
18
Properties=species:S:1:pos:R:3:forces:R:3
S -0.139 -0.878 -0.528 -1.8 -2.6 -1.3
O -1.613 -0.979 -0.963 3.5 0.8 1.3
N 0.956 -1.285 -1.583 -1.1 0.9 1.1
C -1.300 1.125 0.909 1.8 -1.0 0.2
C 0.798 1.712 -0.757 1.1 -1.8 -2.9
C 0.148 0.906 0.314 -0.8 -1.8 0.5
C 0.146 -2.223 0.780 1.2 1.4 -0.2
H 1.654 0.985 -1.119 -1.6 1.3 0.1
H 0.745 -0.792 -2.462 0.1 -0.2 0.3
H 1.235 -2.179 0.975 -0.5 -0.3 -0.3
H 0.339 2.199 -1.676 -0.1 -1.0 1.4
H 1.369 2.412 -0.272 1.2 2.2 1.1
H -0.211 -3.223 0.541 0.1 0.3 -0.9
H -0.326 -1.998 1.712 -0.6 0.7 0.5
H 1.032 0.822 1.058 -2.0 -0.5 -0.7
H -1.267 1.947 1.637 -0.2 -0.4 0.0
H -1.983 1.353 0.105 -0.2 0.0 -0.1
H -1.585 0.097 1.327 0.0 1.9 -0.1
```
Positions in Å, forces in eV/Å.

Here are the natural (NBO) charges for atoms 1 to 8, given in e: S 1.7871; O -0.9447; N -1.1418; C -0.6296; C -0.6749; C -0.3199; C -0.7836; H 0.2518

---

4.
The following is a DFT calculation (ωB97M-V/def2-TZVPD) of one molecule with the formula C4H11NOS in a non-equilibrium geometry.

For the HOMO energy, the calculation gives -0.3134 Ha. The SMILES is CN[C@H](CO)CS. The calculation puts the orbital gap at 9.5 eV. Its LUMO energy is 0.9 eV.

XYZ file:
```
18
Properties=species:S:1:pos:R:3:forces:R:3
S 2.033 -0.447 -1.499 1.1 0.5 0.7
O -2.457 0.775 -0.616 3.2 0.5 0.3
N -0.730 0.523 1.412 0.8 0.3 1.7
C 1.234 -0.334 0.106 -1.1 -1.0 2.4
C -0.476 -0.268 2.643 -0.2 0.1 0.2
C -0.098 0.429 0.157 -0.4 0.5 -3.6
C -1.275 -0.088 -0.803 -0.3 -1.6 -0.1
H -3.270 0.436 -0.932 -0.8 -1.1 -0.7
H -1.507 -1.111 -0.337 0.1 1.1 -1.0
H 0.555 -0.311 3.142 -0.8 -0.2 -1.4
H 0.927 -0.702 -2.122 -0.9 -0.3 -0.8
H -0.987 -0.234 -1.929 -0.7 0.5 2.0
H 1.855 0.201 0.911 -0.4 -1.0 -1.5
H -0.929 -1.338 2.539 0.8 2.0 0.4
H 0.195 1.409 -0.314 -0.6 -0.2 1.0
H 0.973 -1.370 0.492 0.8 0.9 -0.3
H -0.990 0.369 3.390 -0.3 -1.0 -0.2
H -0.884 1.503 1.553 -0.3 0.0 0.8
```
Positions in Å, forces in eV/Å.

Here are the natural (NBO) charges for atoms 1 to 8, given in e: S 0.0041; O -0.7461; N -0.6495; C -0.5533; C -0.4267; C -0.0663; C -0.0707; H 0.4763

---

5.
The following is a DFT calculation (ωB97M-V/def2-TZVPD) of an isolated ion of composition C4H11NOS2 and charge -1 in a non-equilibrium geometry.

For the HOMO energy (alpha / beta), the calculation gives 0.0139 / -0.1766 Ha. Its spin multiplicity is 2. The calculation puts the orbital gap (alpha / beta) at 2.8 / 8.0 eV. As for the expectation value of S²: 0.7519. The total charge is -1. Its LUMO energy (alpha / beta) is 3.2 / 3.1 eV.

XYZ file:
```
19
Properties=species:S:1:pos:R:3:forces:R:3
S -2.115 0.918 -1.360 1.3 0.0 -1.3
S -3.499 0.456 0.112 -1.3 1.5 1.7
O -0.755 -2.586 0.574 -0.4 1.5 0.1
N 1.625 -0.240 -0.591 2.9 -0.7 -0.4
C 2.196 0.890 0.281 3.6 -4.2 -0.8
C 0.251 -0.591 -0.595 -3.5 2.8 0.8
C -0.319 -1.196 0.717 -3.1 0.4 -2.3
C -0.460 0.883 -0.587 0.5 -2.1 -4.4
H 0.111 1.486 -1.375 -0.5 -0.3 1.8
H -1.108 -0.414 1.097 0.8 -2.4 -0.4
H 1.615 1.758 0.279 -0.8 1.0 0.3
H -1.633 -2.536 0.141 0.6 0.0 0.4
H 2.569 0.464 1.286 -1.3 1.0 -0.9
H 2.282 -1.068 -0.639 -1.0 1.5 0.3
H 0.483 -1.123 1.321 2.5 -0.5 2.8
H -0.235 -1.127 -1.455 1.4 0.3 0.3
H -3.735 1.819 0.564 0.0 -1.7 -0.2
H 3.245 1.095 -0.189 -1.9 0.1 0.5
H -0.516 1.113 0.420 0.1 1.6 1.7
```
Positions in Å, forces in eV/Å.

Here are the natural (NBO) charges for atoms 1 to 8, given in e: S -0.1588; S -0.6861; O -0.7459; N -0.6684; C -0.4153; C -0.0893; C -0.1217; C -0.5589

---

6.
The following is a DFT calculation (ωB97M-V/def2-TZVPD) of an isolated ion of composition C4H11NP and charge +1 in a non-equilibrium geometry.

For the HOMO energy (alpha / beta), the calculation gives -0.4648 / -0.4648 Ha. The SMILES is [H]/P=C(/C)[C@@H](C)[NH3+]. The calculation puts the orbital gap (alpha / beta) at 8.0 / 8.0 eV. The total charge is +1. Its LUMO energy (alpha / beta) is -4.6 / -4.6 eV.

XYZ file:
```
17
Properties=species:S:1:pos:R:3:forces:R:3
P -1.616 0.559 2.514 2.8 -1.7 -3.3
N -0.457 0.222 -1.312 -1.9 0.5 0.0
C -0.768 -0.298 1.015 -1.8 4.8 4.3
C 1.442 0.846 -0.064 -1.0 -0.5 1.0
C -0.113 0.724 0.096 2.5 -2.0 -1.8
C -0.627 -1.765 0.851 -2.3 2.7 -0.7
H -0.902 -2.062 -0.121 0.3 -1.0 -1.2
H -0.123 -0.714 -1.409 0.0 -1.3 0.5
H -0.847 1.836 2.401 -0.9 -1.0 -0.3
H 0.148 0.637 -2.038 -1.4 0.9 0.0
H -1.531 0.171 -1.356 1.9 0.5 -1.0
H 1.761 1.800 -0.458 -0.1 0.4 0.3
H 1.894 0.116 -0.686 0.2 -1.1 -0.7
H 0.287 -1.947 1.224 3.8 -1.3 0.4
H -1.255 -2.216 1.536 -1.6 -1.1 1.3
H -0.353 1.747 0.191 -1.5 0.7 0.2
H 1.784 0.622 0.910 1.1 0.4 1.1
```
Positions in Å, forces in eV/Å.

Here are the natural (NBO) charges for atoms 1 to 8, given in e: P 0.4731; N -0.7033; C -0.2825; C -0.6471; C -0.1036; C -0.6954; H 0.1995; H 0.4238

---

7.
The following is a DFT calculation (ωB97M-V/def2-TZVPD) of one molecule with the formula C4H11NP2 in a non-equilibrium geometry.

For the HOMO energy, the calculation gives -0.3149 Ha. The SMILES is C[C@H]1PCPN1C. The calculation puts the orbital gap at 9.5 eV. Its LUMO energy is 1.0 eV.

XYZ file:
```
18
Properties=species:S:1:pos:R:3:forces:R:3
P 0.805 2.045 -0.273 -1.2 -0.4 2.2
P -0.624 0.138 1.835 -1.4 0.9 -0.3
N 0.318 0.483 -0.804 0.5 1.4 -0.1
C -1.303 -1.416 -0.584 4.0 0.2 -1.2
C 1.470 -0.417 -0.987 -1.8 -3.5 0.4
C -0.837 -0.019 -0.098 -2.0 1.2 0.8
C 0.342 1.662 1.863 0.1 3.1 -1.8
H -0.959 -1.425 -1.734 -0.8 -0.5 2.6
H 1.695 -0.762 -2.028 -0.5 0.8 0.6
H -1.734 0.773 -0.167 1.9 -1.6 -0.5
H 1.312 1.843 2.392 -1.0 -1.0 -0.2
H -0.306 2.551 2.086 0.6 -0.7 -0.2
H -0.494 2.688 -0.183 0.6 -0.4 -0.7
H 2.398 -0.110 -0.546 0.3 0.5 0.4
H 1.111 -1.409 -0.449 1.3 1.8 -0.9
H -2.328 -1.562 -0.546 -1.9 -0.2 0.3
H -0.755 -2.202 0.060 -1.0 0.9 -1.4
H 0.560 -0.407 1.962 2.3 -2.5 0.1
```
Positions in Å, forces in eV/Å.

Here are the natural (NBO) charges for atoms 1 to 8, given in e: P 0.6830; P 0.5239; N -0.7425; C -0.6334; C -0.4287; C -0.2576; C -0.9689; H 0.2242

---

8.
The following is a DFT calculation (ωB97M-V/def2-TZVPD) of one molecule with the formula C4H11NS in a non-equilibrium geometry.

For the HOMO energy, the calculation gives -0.3339 Ha. The SMILES is CCNCCS. The calculation puts the orbital gap at 10.1 eV. Its LUMO energy is 1.0 eV.

XYZ file:
```
17
Properties=species:S:1:pos:R:3:forces:R:3
S -0.904 3.593 -0.198 0.1 0.0 -0.6
N 0.164 -0.318 -0.289 -0.6 -0.3 0.0
C 0.800 -2.633 0.365 0.9 -1.4 -0.9
C 0.198 -1.323 0.771 0.4 0.4 0.6
C -0.495 0.926 0.134 -0.2 -0.5 -0.1
C -0.007 2.084 -0.719 0.5 -0.1 0.3
H 0.790 -0.874 1.574 -0.1 -0.1 0.1
H 0.071 -3.295 -0.115 -0.1 0.1 0.2
H -0.042 1.798 -1.768 -0.8 0.4 -0.2
H 1.066 2.233 -0.605 0.0 0.1 0.5
H -0.341 1.082 1.204 0.4 0.2 -0.1
H -1.396 3.968 -1.393 0.1 -0.1 0.1
H -1.587 0.853 0.048 0.0 0.0 -0.1
H -0.785 -1.584 1.190 -0.1 0.4 0.0
H 1.631 -2.619 -0.350 -0.1 0.8 -0.1
H -0.427 -0.694 -1.027 0.3 0.0 -0.2
H 1.266 -3.197 1.177 -0.5 0.2 0.4
```
Positions in Å, forces in eV/Å.

Here are the natural (NBO) charges for atoms 1 to 8, given in e: S -0.0605; N -0.6159; C -0.6242; C -0.2220; C -0.2328; C -0.5185; H 0.1860; H 0.1996

---

9.
The following is a DFT calculation (ωB97M-V/def2-TZVPD) of one molecule with the formula C4H11NS in a non-equilibrium geometry.

For the HOMO energy, the calculation gives -0.3393 Ha. The SMILES is C[C@H](N)CCS. The calculation puts the orbital gap at 10.1 eV. Its LUMO energy is 0.9 eV.

XYZ file:
```
17
Properties=species:S:1:pos:R:3:forces:R:3
S 2.182 -1.866 0.137 -0.2 0.4 -0.6
N -0.580 0.446 1.651 -0.1 -0.8 0.5
C -1.978 0.624 -0.384 1.5 1.2 0.1
C 1.869 -0.082 -0.138 -0.4 0.5 1.2
C 0.447 0.200 -0.630 0.3 -1.0 -1.1
C -0.747 -0.040 0.292 -1.1 -0.3 -1.3
H 1.669 -2.234 -1.059 0.2 -0.1 0.3
H -0.937 -0.278 2.270 -0.2 0.3 0.1
H -1.748 1.696 -0.282 -0.6 0.0 -0.1
H -1.929 0.409 -1.449 -0.3 -0.2 -0.1
H 0.392 0.520 1.930 0.0 0.0 -0.3
H 0.336 1.126 -1.206 0.4 0.3 0.5
H 2.023 0.332 0.863 0.1 0.1 0.0
H 0.354 -0.580 -1.399 -0.4 0.4 -0.2
H -2.958 0.407 0.028 0.1 -0.2 0.2
H 2.613 0.420 -0.751 0.0 -0.4 -0.3
H -1.007 -1.101 0.127 0.6 -0.1 1.2
```
Positions in Å, forces in eV/Å.

Here are the natural (NBO) charges for atoms 1 to 8, given in e: S -0.0411; N -0.8345; C -0.6021; C -0.5041; C -0.4233; C -0.0552; H 0.1123; H 0.3634

---

10.
The following is a DFT calculation (ωB97M-V/def2-TZVPD) of one molecule with the formula C4H11NS in a non-equilibrium geometry.

For the HOMO energy, the calculation gives -0.3265 Ha. The SMILES is C[C@H](N)CCS. The calculation puts the orbital gap at 9.8 eV. Its LUMO energy is 0.9 eV.

XYZ file:
```
17
Properties=species:S:1:pos:R:3:forces:R:3
S -1.590 -1.288 -2.061 -0.7 1.6 0.6
N 0.750 -0.705 1.295 0.9 -0.2 1.3
C 0.123 -0.851 -1.529 0.3 -1.3 0.2
C -0.031 1.713 1.474 -0.8 0.6 -0.8
C 0.153 0.501 -0.680 0.8 -1.4 -2.1
C -0.223 0.346 0.786 3.2 -1.6 0.4
H 0.995 2.090 1.311 -0.4 -0.4 -0.2
H -0.752 2.410 0.925 0.9 -0.6 1.0
H -0.482 1.227 -1.181 0.0 0.3 0.0
H 1.236 0.761 -0.840 -1.0 0.4 0.7
H -1.089 -0.238 0.904 -2.3 0.7 0.0
H 0.507 -1.653 -0.835 -0.5 0.6 -1.3
H -0.169 1.798 2.563 -0.4 -0.5 -0.4
H 0.732 -0.917 -2.479 -0.4 0.8 1.3
H -1.618 -2.536 -2.475 0.8 -0.7 -0.1
H 0.526 -1.195 2.188 -0.2 1.0 -1.0
H 0.933 -1.462 0.634 -0.2 0.7 0.5
```
Positions in Å, forces in eV/Å.

Here are the natural (NBO) charges for atoms 1 to 8, given in e: S -0.0916; N -0.8740; C -0.4924; C -0.6137; C -0.4127; C -0.0732; H 0.2197; H 0.2092

---

Relative energy (zero: lowest compared OMol25 entry of this formula, charge and spin) values (in kJ/mol) by entry order: 571.9 120.0 375.9 269.3 216.5 294.3 188.7 61.6 57.2 114.5.
M values (in g/mol) by entry order: 121.20 121.20 121.20 121.20 153.27 104.11 135.09 105.21 105.21 105.21.